Entry P
DFT (wB97M-V/def2-TZVPD) results for a cluster of 2 separate species, CH4N3 in total.

Values from the calculation:
orbital gap (spin up / spin down)	9.6 / 9.6	eV

Geometry as ORCA input:
```
! wB97M-V def2-TZVPD RIJCOSX def2/J DEFGRID3
* xyz 1 1
H 2.69 0.98 -0.31
C -1.52 -0.10 0.20
N 2.16 0.22 0.25
N 0.27 -0.86 -0.56
H -2.13 -0.50 -0.66
H -1.18 0.96 0.12
N 1.18 -0.27 -0.20
H -1.49 -0.43 1.15
*
```

---

Entry Q
DFT (wB97M-V/def2-TZVPD) results for the ion CH4N3 with charge +1.

Values from the calculation:
orbital gap	11.1	eV

Geometry as ORCA input:
```
! wB97M-V def2-TZVPD RIJCOSX def2/J DEFGRID3
* xyz 1 1
N -0.67 -0.18 -0.21
H 1.22 -0.41 0.95
N 0.14 -0.21 0.99
H -0.02 -1.04 1.75
C -0.12 0.20 -1.50
N -0.56 1.26 -0.94
H 0.00 -0.33 -2.48
H 0.01 0.70 1.45
*
```

---

Entry R
DFT (wB97M-V/def2-TZVPD) results for the ion CH4N3 with charge +1.

Values from the calculation:
orbital gap	9.3	eV

Geometry as ORCA input:
```
! wB97M-V def2-TZVPD RIJCOSX def2/J DEFGRID3
* xyz 1 1
N 1.36 0.33 -0.11
H -2.69 0.27 0.65
C 0.28 -0.44 -0.12
N -0.91 -0.09 0.13
H 0.42 -1.52 -0.21
H 1.30 1.33 -0.05
H 2.28 -0.09 -0.16
N -2.03 0.20 -0.14
*
```

---

Which of them is most stable, and which least? Most stable: entry R; least stable: entry Q.

---

Entry P
DFT (wB97M-V/def2-TZVPD) results for a cluster of 2 separate species, C6H15N2 in total.

Values from the calculation:
orbital gap (spin up / spin down)	7.6 / 5.6	eV

Geometry as ORCA input:
```
! wB97M-V def2-TZVPD RIJCOSX def2/J DEFGRID3
* xyz 1 1
H 0.05 1.49 -0.68
H -2.56 -1.02 1.33
H 2.86 -0.05 1.50
H -1.33 2.22 0.13
H -0.20 1.33 1.05
H 2.21 -1.12 -1.28
H 3.16 1.15 -1.14
H -1.65 0.38 2.06
C -1.59 0.28 -0.04
C 2.66 -0.11 0.42
H 0.63 -1.68 1.14
N 3.54 0.68 -0.34
H 0.38 -2.28 -0.56
C -0.64 1.39 0.05
C -2.14 -0.40 -1.20
N 1.96 -0.98 -0.26
H 4.33 1.08 0.12
C -2.28 0.04 1.29
C 0.75 -1.47 0.07
H -3.25 0.60 1.19
H -2.56 -1.31 -0.99
H -2.94 0.31 -1.73
H -1.41 -0.52 -2.12
*
```

---

Entry Q
DFT (wB97M-V/def2-TZVPD) results for a cluster of 2 separate species, C6H15N2 in total.

Values from the calculation:
orbital gap	9.6	eV

Geometry as ORCA input:
```
! wB97M-V def2-TZVPD RIJCOSX def2/J DEFGRID3
* xyz 1 1
H 2.94 -1.12 1.54
H 1.43 -1.96 1.14
H 1.77 -1.49 2.80
H -2.73 -2.53 -0.34
C 1.73 1.21 1.04
C 1.87 -1.18 1.76
H 2.78 1.22 0.76
C 1.18 0.13 1.54
H 1.69 3.16 0.55
H 0.13 -0.72 -1.14
H -1.51 1.74 -1.20
N 1.01 2.42 0.71
C -0.80 -0.18 -1.28
H 0.48 2.74 1.52
H 0.14 0.16 1.87
N -0.60 1.28 -1.32
H -1.32 -2.73 -1.41
C -2.24 -2.19 -1.25
H -2.91 -2.41 -2.09
H 0.02 1.64 -0.55
H -0.20 1.59 -2.21
H -2.87 -0.07 -1.21
C -2.00 -0.72 -1.24
*
```

---

Which of them is most stable, and which least? Most stable: entry Q; least stable: entry P.

---

Entry P
DFT (wB97M-V/def2-TZVPD) results for the ion C6H15N2 with charge +1.

Values from the calculation:
orbital gap	10.3	eV

Geometry as ORCA input:
```
! wB97M-V def2-TZVPD RIJCOSX def2/J DEFGRID3
* xyz 1 1
H 1.25 3.76 -1.58
H 0.38 -0.24 -1.82
H -0.32 2.00 -2.20
C -1.05 -1.87 1.57
H 0.11 3.33 -0.29
C 0.90 2.97 -0.88
H -1.06 1.64 0.26
C -0.16 -1.54 0.40
N -0.22 -0.28 0.14
H 1.66 0.32 -0.72
H -0.44 0.90 1.85
H -0.21 -3.12 -0.95
C 0.75 0.48 -1.14
C -0.98 0.73 0.95
H -1.42 -2.97 1.81
H -1.96 0.36 1.18
H -0.50 -1.51 2.45
H 1.86 2.70 -0.18
H 1.00 -3.41 0.29
H 1.43 -2.16 -0.94
C 0.52 -2.65 -0.32
H -1.99 -1.23 1.59
N 0.45 1.79 -1.48
*
```

---

Entry Q
DFT (wB97M-V/def2-TZVPD) results for the ion C6H15N2 with charge +1.

Values from the calculation:
orbital gap	11.0	eV

Geometry as ORCA input:
```
! wB97M-V def2-TZVPD RIJCOSX def2/J DEFGRID3
* xyz 1 1
H -1.12 2.06 -1.82
H 1.78 -1.53 -0.89
C 0.34 0.04 -0.52
H -0.16 3.31 -0.86
N -0.71 -0.57 -1.59
H -0.61 -1.59 -1.61
H -0.51 -0.20 -2.52
H 0.58 -0.47 2.90
H -1.60 0.95 1.22
H 1.91 -0.49 1.75
C 1.70 -0.46 -1.00
H 0.96 0.98 1.97
H -2.26 -0.58 0.61
H 2.48 0.01 -0.41
H -1.66 -0.32 -1.30
C -0.35 2.27 -1.08
H 1.87 -0.17 -2.04
H -1.69 -0.46 2.26
C -0.07 -0.55 0.85
H -0.03 -1.64 0.77
C -1.49 -0.13 1.24
N 0.34 1.41 -0.48
C 0.91 -0.10 1.93
*
```

---

Which of them is most stable, and which least? Most stable: entry Q; least stable: entry P.

---

Entry P
DFT (wB97M-V/def2-TZVPD) results for a cluster of 2 separate species, C6H15N2 in total.

Values from the calculation:
orbital gap	8.9	eV

Geometry as ORCA input:
```
! wB97M-V def2-TZVPD RIJCOSX def2/J DEFGRID3
* xyz 1 1
C -0.11 0.57 0.47
H 2.37 -1.06 -2.37
N -1.90 -0.84 -0.50
H -1.03 2.38 -0.31
H 1.68 1.71 0.33
C -1.00 1.81 0.59
H -3.60 -1.19 0.38
H -0.49 2.58 1.12
C 1.33 0.85 -0.25
H 0.92 -0.72 1.92
H 1.15 1.06 -1.19
C -3.16 -0.78 -0.46
H -3.73 -0.47 -1.35
H 0.00 -1.36 -0.65
H 0.63 0.98 2.38
H 2.13 0.06 -0.16
H 3.55 -1.91 -1.50
N 2.46 -1.81 -1.66
H -0.73 -0.16 2.64
H -2.03 1.64 0.92
C -0.73 -0.66 -0.16
C 0.14 0.03 1.92
H 2.15 -2.70 -2.10
*
```

---

Entry Q
DFT (wB97M-V/def2-TZVPD) results for a cluster of 2 separate species, C6H15N2 in total.

Values from the calculation:
orbital gap	6.1	eV

Geometry as ORCA input:
```
! wB97M-V def2-TZVPD RIJCOSX def2/J DEFGRID3
* xyz 1 1
H -1.65 2.29 -1.03
C -0.66 -0.99 2.41
H 0.34 -0.24 -2.88
N 0.10 -0.46 1.33
C -1.31 1.20 -2.77
H 0.50 1.02 -0.57
H -0.58 1.88 -3.21
C -0.26 -0.77 0.14
N -2.12 1.92 -1.83
C 0.27 -1.30 3.61
C 0.01 0.11 -0.92
H -1.18 -0.93 -2.25
H 0.86 -0.41 3.79
H 6.79 0.62 -0.66
C -0.54 -0.06 -2.24
H -1.31 -1.83 2.16
H 7.32 1.06 -0.39
H -0.34 -1.63 4.42
H 0.97 -2.07 3.31
H -3.00 1.49 -1.58
H -1.94 0.85 -3.59
H -1.00 -1.57 0.03
H -1.28 -0.15 2.72
*
```

---

Which of them is most stable, and which least? Most stable: entry P; least stable: entry Q.

---

Entry P
DFT (wB97M-V/def2-TZVPD) results for the molecule C23H27N5O4S.

Values from the calculation:
orbital gap	8.6	eV

Geometry as ORCA input:
```
! wB97M-V def2-TZVPD RIJCOSX def2/J DEFGRID3
* xyz 0 1
H -3.73 -3.24 2.11
C 0.83 -1.20 -1.02
C 0.09 1.06 2.74
H -4.58 -3.31 -0.12
C -0.83 -1.06 0.37
H 2.24 2.95 -1.44
H -1.81 -1.70 2.75
H 2.29 -2.82 -2.87
H 2.85 4.02 -0.15
C 1.22 0.25 2.78
C 0.02 2.10 1.84
H 1.63 4.61 -1.30
N -0.16 -2.15 0.66
H -0.84 2.75 1.81
H -3.29 -3.87 -1.94
H 2.32 0.04 -1.82
H 4.53 -2.91 -1.57
C 3.96 -1.31 -0.28
H -2.29 -3.38 1.09
C 1.78 -0.87 -2.11
C 2.80 -1.97 -2.43
O 0.90 3.38 0.09
O 4.67 -0.38 -0.61
C -2.59 -3.07 -1.68
C -0.80 0.77 -1.15
C -2.56 -1.45 2.00
C 3.60 -2.45 -1.22
H 0.45 1.44 -2.84
N -1.94 -0.60 1.00
O -3.24 -2.02 -1.00
C -3.12 -2.73 1.37
C 1.97 3.75 -0.74
H -3.36 -0.85 2.44
N 3.42 -1.43 0.95
H 3.04 1.69 0.34
N -0.25 -0.40 -0.69
C -1.22 2.69 -2.33
H 2.68 -2.11 1.07
H -1.76 -3.49 -1.10
H 3.03 -3.20 -0.67
C -1.93 1.23 -0.50
C 2.28 0.49 1.93
C 3.51 -0.38 1.94
H -2.19 -2.63 -2.60
H 1.21 -0.65 -3.02
S -2.49 2.71 -1.18
H 3.64 -0.84 2.92
H 3.49 -1.55 -3.17
H 4.40 0.21 1.69
H -0.73 0.88 3.42
O -3.58 0.97 1.17
H 1.27 -0.57 3.49
C -0.39 1.61 -2.21
H -4.65 -1.59 0.34
N 0.86 -2.22 -0.22
H -1.14 3.48 -3.04
C -3.98 -2.42 0.13
C 1.07 2.34 0.96
C 2.20 1.53 1.01
C -2.58 0.57 0.61
*
```

---

Entry Q
DFT (wB97M-V/def2-TZVPD) results for a structure of composition C23H27N5O4S.

Values from the calculation:
orbital gap	7.9	eV

Geometry as ORCA input:
```
! wB97M-V def2-TZVPD RIJCOSX def2/J DEFGRID3
* xyz 0 1
H -1.62 -0.80 1.05
C -0.91 -1.33 -2.05
N 0.27 -2.32 1.68
H -0.24 -1.93 2.38
H 0.43 4.40 6.05
C -2.10 -0.08 -7.67
H -2.33 -0.22 -0.93
H 1.01 -0.57 -8.45
H 0.82 -2.74 -2.86
C -2.17 -0.30 -6.33
C -0.29 1.13 4.85
H -1.87 2.04 2.59
H -1.72 3.56 2.16
C 0.56 -2.76 -0.70
C 1.79 -3.21 3.71
C 2.69 -1.31 -6.75
H -2.99 -0.22 -5.57
H -3.31 0.10 -7.90
H 1.72 3.27 3.61
C -1.67 -0.98 -0.88
H 1.57 2.93 5.76
C -1.75 3.11 2.97
C -1.56 -0.98 -3.48
C 0.00 -2.41 -1.82
C -0.98 0.03 -8.46
H 3.56 -1.33 -6.09
C -0.97 -0.65 -5.67
H 2.55 -1.91 -7.50
C 1.03 -0.60 4.32
H 1.25 -3.44 -0.54
H 2.35 -4.09 3.86
S 2.50 -1.85 4.37
H 0.70 -3.12 4.07
O 1.05 0.69 4.73
H 2.65 -0.29 -7.13
O -2.82 -0.47 -3.53
O 2.17 -3.68 1.45
H 0.97 2.85 8.19
C -1.02 -1.32 0.21
N -0.77 0.26 4.22
C -0.50 2.57 5.11
N -0.29 3.27 3.79
H -1.04 2.59 7.69
H 0.38 1.43 7.33
H -1.34 0.15 -9.58
H 0.21 -1.06 -4.16
C 0.58 3.01 5.95
C 0.77 3.11 3.16
O 1.42 -0.99 -5.93
C 1.60 -3.05 2.09
H 0.90 2.19 2.45
H -1.48 2.52 5.53
N -0.56 -1.08 -4.45
C 0.18 2.47 7.45
C -0.13 -2.10 0.47
C 0.24 -0.57 -6.58
H -2.46 3.44 3.63
C 0.16 -0.45 -7.96
H 0.87 3.94 2.08
N -0.07 -0.86 4.01
*
```

---

Which of them is most stable, and which least? Most stable: entry P; least stable: entry Q.

---

Entry P
DFT (wB97M-V/def2-TZVPD) results for the molecule C4H6N2OS.

Values from the calculation:
orbital gap	9.4	eV

Geometry as ORCA input:
```
! wB97M-V def2-TZVPD RIJCOSX def2/J DEFGRID3
* xyz 0 1
H 0.00 -1.64 1.58
C -1.41 0.93 -0.64
H -1.37 1.75 -1.37
C -0.11 0.52 1.43
H 0.17 0.95 2.38
C 0.46 -0.78 1.08
H -1.33 2.19 1.12
H 3.03 -0.41 -1.16
N -1.90 -0.14 -1.09
O -2.00 -1.13 -0.13
C -0.92 1.27 0.69
N 1.43 -1.04 0.23
H -2.43 -1.87 -0.57
S 2.07 0.29 -0.64
*
```

---

Entry Q
DFT (wB97M-V/def2-TZVPD) results for the molecule C4H6N2OS.

Values from the calculation:
orbital gap	8.6	eV

Geometry as ORCA input:
```
! wB97M-V def2-TZVPD RIJCOSX def2/J DEFGRID3
* xyz 0 1
H -1.06 -0.61 1.99
H -0.85 0.72 -0.12
C 0.00 0.59 0.50
H 0.81 -0.25 2.54
H -0.57 3.80 -0.24
N 0.49 -0.93 0.43
O -0.58 2.89 -0.17
H 0.20 -2.89 0.53
H 2.17 1.54 0.95
C 0.07 -0.27 1.69
N 0.89 2.88 0.22
S -0.80 -2.42 -1.45
C -0.01 -2.00 -0.06
C 1.13 1.64 0.28
*
```

---

Entry R
DFT (wB97M-V/def2-TZVPD) results for the molecule C4H6N2OS.

Values from the calculation:
orbital gap	8.8	eV

Geometry as ORCA input:
```
! wB97M-V def2-TZVPD RIJCOSX def2/J DEFGRID3
* xyz 0 1
C 3.25 -0.79 -0.47
H 4.17 -1.30 -0.80
C 2.24 -0.21 -0.21
H 1.25 1.57 0.24
C 1.14 0.51 0.40
N -2.45 0.72 -0.29
H -0.41 -1.84 -0.09
H -4.43 -0.19 -0.30
N -0.18 0.07 -0.07
O -0.61 -1.14 0.48
S -3.23 -0.76 -0.13
C -1.21 1.00 -0.14
H -0.84 2.04 -0.07
H 1.33 0.31 1.44
*
```

---

Which of them is most stable, and which least? Most stable: entry P; least stable: entry Q.